Formula: C23H30N4O
Source: the Open Molecules 2025 dataset
Level of theory: ωB97M-V with the def2-TZVPD basis set

The geometry in XYZ format:
```
58
Properties=species:S:1:pos:R:3:nbo_charge:R:1
C 2.7497 -0.5763 -3.1765 -0.639
C 1.8856 0.6539 -3.4832 -0.209
N 1.0874 1.1673 -2.3861 -0.463
C 1.8324 1.5259 -1.1907 -0.210
C 2.8787 2.6012 -1.4628 -0.618
C -0.1013 0.3753 -2.1153 -0.264
C -1.2804 0.9361 -2.9364 -0.208
N -2.5810 0.3282 -2.7438 -0.426
C -2.6705 -1.0625 -3.1300 -0.417
C -3.2705 0.6381 -1.5087 -0.279
C -2.8655 -0.2013 -0.3412 0.522
N -1.8718 -0.0141 0.4735 -0.528
C -1.9154 -1.1109 1.2825 0.343
C -0.9342 -1.3779 2.3698 -0.357
C 0.4509 -1.4465 1.7493 0.083
C 0.6513 -2.3192 0.6849 -0.234
C 1.8945 -2.4358 0.0924 -0.210
C 2.9576 -1.6799 0.5577 -0.212
C 2.7657 -0.8119 1.6179 -0.208
C 1.5196 -0.6943 2.2115 -0.236
C -1.0754 -0.3455 3.4620 0.076
C -1.0175 1.0125 3.1708 -0.251
C -1.1508 1.9492 4.1800 -0.194
C -1.3408 1.5409 5.4897 -0.217
C -1.3984 0.1902 5.7855 -0.209
C -1.2676 -0.7481 4.7762 -0.222
N -2.8882 -1.9217 0.9770 -0.158
O -3.5191 -1.3381 -0.0810 -0.278
H 3.2086 -0.9377 -4.0934 0.212
H 3.5382 -0.3317 -2.4697 0.202
H 2.1468 -1.3761 -2.7527 0.203
H 2.5288 1.4628 -3.8391 0.193
H 1.1945 0.4101 -4.2938 0.190
H 2.3120 0.6548 -0.7144 0.172
H 1.1058 1.9265 -0.4785 0.195
H 3.2575 2.9844 -0.5184 0.211
H 3.7181 2.2090 -2.0305 0.198
H 2.4315 3.4203 -2.0198 0.211
H 0.0475 -0.6869 -2.3530 0.169
H -0.3446 0.4453 -1.0550 0.233
H -1.3715 2.0005 -2.7099 0.198
H -1.0484 0.8456 -4.0016 0.190
H -3.7190 -1.3609 -3.1265 0.202
H -2.2827 -1.1654 -4.1424 0.205
H -2.1163 -1.7496 -2.4760 0.169
H -4.3424 0.4785 -1.6734 0.218
H -3.0900 1.6858 -1.2639 0.233
H -1.1796 -2.3662 2.7764 0.245
H -0.1747 -2.9184 0.3268 0.216
H 2.0369 -3.1230 -0.7293 0.214
H 3.9305 -1.7710 0.0972 0.214
H 3.5902 -0.2203 1.9883 0.214
H 1.3857 -0.0176 3.0417 0.225
H -0.8743 1.3280 2.1485 0.239
H -1.1059 3.0022 3.9432 0.212
H -1.4452 2.2732 6.2768 0.213
H -1.5477 -0.1356 6.8045 0.214
H -1.3153 -1.8016 5.0127 0.210
```

## Properties
* ΔE to the lowest compared entry with this formula, charge and spin: 79.8 kcal/mol
* electronic energy: -32344.6824 eV
* orbital gap: 0.3179 Eh
* net charge: 0
* maximum force: 1.21 eV/Å
* E_LUMO: 0.8 eV

***

Formula: C2H4O4
Source: the Open Molecules 2025 dataset
Level of theory: ωB97M-V with the def2-TZVPD basis set

The geometry in XYZ format:
```
10
Properties=species:S:1:pos:R:3:mulliken_spin:R:1
O -2.2181 -0.5176 1.5930 0.878
C -1.1355 -0.4297 1.0129 -0.019
O -1.0040 -0.3525 -0.2641 0.068
H -0.0965 -0.6187 1.4511 0.070
H -0.3727 0.3753 -0.7841 -0.003
O 2.0268 -0.4993 0.0263 0.001
C 1.6888 0.1778 -0.8336 -0.002
O 0.5662 1.3906 -1.2291 0.007
H 2.1779 0.2203 -1.8046 0.000
H 0.1644 2.2652 -1.3562 0.000
```

## Properties
* spin multiplicity: 2
* ΔE to the lowest compared entry with this formula, charge and spin: 66.3 kcal/mol
* electronic energy: -10315.5424 eV
* orbital gap (spin up / spin down): 0.4260 / 0.2520 Eh
* net charge: +1
* maximum force: 4.24 eV/Å
* E_LUMO (spin up / spin down): -5.3 / -10.0 eV
* expectation value of S²: 0.756

***

Formula: C26H33BrN5ORuS4SbSe4
Source: the Open Molecules 2025 dataset
Level of theory: ωB97M-V with the def2-TZVPD basis set

The geometry in XYZ format:
```
76
Properties=species:S:1:pos:R:3:mulliken_spin:R:1
Ru -23.9813 4.3640 6.5094 0.162
C -24.8359 4.5473 9.5561 0.000
C -23.7787 3.4717 9.7026 -0.005
S -22.8185 3.2391 8.1858 0.018
C -23.1215 1.4407 7.8296 -0.005
C -23.4605 1.1829 6.3823 0.006
S -24.6476 2.3641 5.6488 0.005
C -26.2071 2.0075 6.5772 -0.001
C -26.3183 2.5628 7.9776 0.004
S -25.8035 4.3355 7.9859 0.001
H -24.3900 5.5233 9.4577 0.001
H -25.5381 4.4950 10.3699 -0.001
H -24.2503 2.5581 9.9815 0.001
H -23.0470 3.7379 10.4704 -0.001
H -23.9014 1.0175 8.4574 0.001
H -22.2068 0.9351 8.1372 0.001
H -23.7690 0.1744 6.2687 -0.001
H -22.5443 1.3977 5.7894 0.000
H -26.3902 0.9603 6.6535 0.000
H -27.0226 2.4538 5.9543 -0.001
H -25.7610 1.9455 8.7078 0.001
H -27.3820 2.5354 8.2806 -0.002
Br -25.3372 10.9729 -2.2427 0.017
C -25.7551 10.8398 -0.4100 0.185
C -27.1014 10.7567 -0.0448 -0.091
C -27.3640 10.5799 1.2829 0.173
C -26.3525 10.5054 2.2322 -0.042
C -25.0002 10.5710 1.8210 0.173
C -24.7012 10.7696 0.5039 -0.097
N -26.7021 10.2715 3.5069 0.616
N -25.8592 10.3173 4.4858 0.580
C -25.2455 9.2804 5.0245 -0.009
C -24.2660 9.5913 6.0203 0.275
C -23.6073 8.5382 6.6936 -0.089
C -23.9342 7.1866 6.4587 0.195
O -23.4576 6.2158 7.2021 0.107
C -24.8567 6.9020 5.4037 -0.018
N -25.1019 5.5605 5.2118 0.093
C -25.9451 5.1958 4.2562 -0.047
C -26.5599 6.1573 3.4587 0.076
C -26.3310 7.4822 3.6286 -0.042
C -25.4980 7.9096 4.6751 0.005
H -27.8986 10.8051 -0.7617 -0.002
H -28.4047 10.5577 1.6009 0.000
H -24.2215 10.4408 2.5096 0.016
H -23.7028 10.8855 0.1733 -0.003
H -24.1164 10.6484 6.2176 0.003
H -22.9442 8.8060 7.5093 0.015
H -26.0931 4.1504 4.0893 -0.004
H -27.2139 5.8124 2.6746 0.005
H -26.8599 8.1982 3.0402 -0.008
Se -20.7631 8.0873 5.7561 0.946
Sb -20.4903 5.9218 7.0150 -0.051
Se -18.2944 5.4310 6.0296 0.744
Se -20.9769 5.7560 9.3879 -0.016
Se -21.8946 4.5559 5.3051 0.750
C -17.2963 4.0173 10.5195 0.000
C -18.1922 2.8427 10.1807 -0.001
N -18.7808 2.9173 8.8405 0.008
C -18.4078 2.4432 7.6452 -0.004
S -19.3942 2.7920 6.2849 0.317
N -17.3766 1.6433 7.4198 0.039
C -16.3091 1.1114 8.3011 -0.001
C -16.6175 -0.1597 9.0610 0.003
H -16.9398 3.9797 11.5373 0.000
H -17.8276 4.9823 10.4149 0.000
H -16.4172 4.0516 9.8525 0.001
H -19.0505 2.8645 10.8791 -0.001
H -17.7327 1.8913 10.3719 0.001
H -19.6064 3.4951 8.8229 0.006
H -17.2063 1.4817 6.4413 -0.006
H -16.0500 1.8980 9.0219 0.001
H -15.4783 0.9340 7.6314 0.000
H -17.3600 -0.0412 9.8465 0.000
H -15.7037 -0.5121 9.5504 0.000
H -17.0040 -0.9682 8.3900 0.000
```

## Properties
* spin multiplicity: 6
* ΔE to the lowest compared entry with this formula, charge and spin: 0.0 kcal/mol
* electronic energy: -420878.2442 eV
* orbital gap (spin up / spin down): 0.2091 / 0.2108 Eh
* net charge: +1
* maximum force: 1.94 eV/Å
* E_LUMO (spin up / spin down): -3.2 / -4.6 eV
* expectation value of S²: 8.884

***

Formula: C2H4AlLiO2
Source: the Open Molecules 2025 dataset
Level of theory: ωB97M-V with the def2-TZVPD basis set

The geometry in XYZ format:
```
10
Properties=species:S:1:pos:R:3:mulliken_spin:R:1
O -2.0764 -0.4196 -0.4853 0.982
C 0.8503 1.6414 1.4138 0.002
C 1.9034 1.2335 0.4859 0.000
O 0.7066 0.4320 0.6015 -0.002
Al -0.4722 -0.0562 -0.4450 0.017
Li -3.4105 -1.5817 0.0486 0.001
H 0.9602 1.4262 2.4764 0.000
H 0.2060 2.4778 1.1409 0.000
H 2.7834 0.7176 0.8695 0.000
H 2.0018 1.7504 -0.4694 0.000
```

## Properties
* spin multiplicity: 2
* ΔE to the lowest compared entry with this formula, charge and spin: 0.0 kcal/mol
* electronic energy: -12998.1769 eV
* orbital gap (spin up / spin down): 0.3562 / 0.2653 Eh
* net charge: +3
* maximum force: 3.17 eV/Å
* E_LUMO (spin up / spin down): -17.4 / -19.9 eV
* expectation value of S²: 0.753